Entry 1:
Density functional theory data (ωB97M-V with the def2-TZVPD basis set) for a structure of composition C61H49AsN3O2P2Zn.

Positions of all 119 atoms, in Å:
Zn  0.599  -0.616  -1.229
C  4.598  -1.943  0.420
C  3.641  -1.115  -0.174
N  2.475  -1.547  -0.596
C  2.170  -2.858  -0.458
C  3.054  -3.767  0.181
C  4.297  -3.264  0.620
C  2.665  -5.111  0.340
C  1.448  -5.532  -0.129
C  0.591  -4.658  -0.806
C  0.935  -3.335  -1.008
N  0.218  -2.395  -1.708
C  -0.079  -2.510  -3.032
C  -0.563  -3.650  -3.660
C  -0.859  -3.664  -5.020
C  -0.671  -2.553  -5.801
C  -0.124  -1.388  -5.237
C  0.169  -0.236  -5.997
C  0.761  0.840  -5.391
C  1.056  0.768  -4.025
N  0.780  -0.283  -3.285
C  0.184  -1.357  -3.847
H  5.550  -1.533  0.716
H  3.858  -0.066  -0.316
H  4.992  -3.932  1.107
H  3.340  -5.789  0.839
H  1.135  -6.557  0.013
H  -0.361  -5.027  -1.154
H  -0.710  -4.549  -3.088
H  -1.240  -4.573  -5.459
H  -0.908  -2.562  -6.851
H  -0.068  -0.230  -7.051
H  1.016  1.730  -5.944
H  1.545  1.598  -3.528
O  0.246  0.989  0.061
P  -0.007  2.446  -0.135
C  -1.570  2.784  -1.067
P  -2.327  1.248  -1.800
O  -1.394  0.102  -1.839
C  -2.872  1.804  -3.433
C  -3.504  3.035  -3.580
C  -3.950  3.432  -4.826
C  -3.754  2.612  -5.927
C  -3.129  1.385  -5.779
C  -2.702  0.970  -4.528
C  -3.795  0.852  -0.815
C  -5.053  0.736  -1.389
C  -6.122  0.328  -0.612
C  -5.935  0.034  0.728
C  -4.674  0.145  1.297
C  -3.601  0.550  0.527
C  1.392  3.195  -1.034
C  2.464  2.335  -1.248
C  3.640  2.791  -1.815
C  3.763  4.124  -2.168
C  2.689  4.982  -1.988
C  1.505  4.525  -1.432
C  -0.274  3.302  1.445
C  -0.432  2.543  2.596
C  -0.623  3.175  3.810
C  -0.700  4.556  3.874
C  -0.604  5.313  2.715
C  -0.375  4.688  1.504
H  -1.359  3.476  -1.883
H  -2.293  3.248  -0.392
H  -3.656  3.669  -2.718
H  -4.462  4.375  -4.940
H  -4.111  2.928  -6.896
H  -2.995  0.747  -6.640
H  -2.240  0.004  -4.387
H  -5.189  0.968  -2.436
H  -7.102  0.238  -1.053
H  -6.773  -0.290  1.329
H  -4.530  -0.090  2.340
H  -2.609  0.636  0.953
H  2.364  1.296  -0.967
H  4.460  2.104  -1.971
H  4.689  4.488  -2.585
H  2.782  6.017  -2.279
H  0.677  5.210  -1.318
H  -0.392  1.465  2.528
H  -0.711  2.589  4.711
H  -0.834  5.048  4.826
H  -0.704  6.388  2.760
H  -0.270  5.278  0.606
C  2.858  -5.018  4.019
C  1.655  -5.101  3.339
C  1.094  -3.962  2.789
C  1.718  -2.725  2.910
C  2.952  -2.667  3.549
C  3.512  -3.801  4.111
As  0.892  -1.136  2.082
C  -0.793  -1.253  3.105
C  -1.076  -0.595  4.296
C  -2.266  -0.822  4.965
C  -3.189  -1.722  4.460
C  -2.942  -2.349  3.249
C  -1.766  -2.093  2.567
C  1.850  0.218  3.150
C  2.366  1.347  2.527
C  2.972  2.356  3.255
C  3.092  2.241  4.629
C  2.614  1.105  5.263
C  2.000  0.105  4.531
H  3.289  -5.896  4.475
H  1.156  -6.055  3.241
H  0.151  -4.039  2.262
H  3.482  -1.723  3.625
H  4.461  -3.731  4.622
H  -0.359  0.102  4.713
H  -2.466  -0.304  5.892
H  -4.100  -1.917  5.004
H  -3.671  -3.037  2.844
H  -1.596  -2.543  1.593
H  2.292  1.443  1.451
H  3.344  3.234  2.745
H  3.568  3.026  5.198
H  2.731  0.994  6.332
H  1.649  -0.789  5.033

Cartesian forces, eV/Å:
Zn 0.051 1.328 0.524
C 0.101 -0.297 0.104
C -0.057 -0.058 -0.101
N 0.215 0.470 -0.125
C 0.344 -0.901 0.233
C -0.141 0.332 -0.219
C -0.116 0.129 -0.146
C -0.107 -0.278 -0.205
C 0.531 -0.124 0.134
C -0.052 0.408 -0.068
C -0.107 -0.339 0.014
N -0.379 -0.547 0.162
C -0.225 -0.518 -0.138
C 0.217 0.257 0.320
C 0.063 0.240 -0.438
C -0.117 -0.258 -0.043
C 0.133 0.094 0.392
C 0.168 0.105 0.290
C -0.105 -0.156 -0.232
C 0.052 -0.058 0.145
N 0.330 0.534 -0.134
C -0.282 -0.459 -0.906
H 0.073 0.066 0.073
H 0.003 0.150 0.042
H 0.077 -0.040 0.037
H 0.029 -0.090 0.071
H 0.049 -0.061 0.023
H -0.039 0.042 -0.023
H -0.092 -0.044 0.081
H -0.065 -0.059 -0.072
H -0.047 -0.029 -0.206
H -0.003 0.034 -0.115
H 0.004 0.088 -0.050
H -0.017 0.008 -0.016
O 0.408 -0.668 0.080
P -0.725 1.334 -0.166
C 0.271 -0.448 0.074
P -0.735 0.685 0.009
O 0.116 -0.398 -0.143
C -0.004 -0.177 0.410
C 0.027 -0.028 0.012
C -0.060 0.123 0.025
C -0.015 -0.065 0.023
C -0.101 0.015 -0.116
C 0.074 -0.075 0.139
C 0.449 0.277 -0.388
C 0.066 0.108 -0.060
C -0.118 -0.048 0.036
C 0.016 -0.011 -0.066
C 0.007 -0.016 0.162
C 0.050 0.106 0.011
C -0.236 -0.235 0.260
C -0.036 -0.129 0.085
C 0.099 -0.017 -0.009
C -0.014 -0.128 0.014
C -0.099 0.126 -0.005
C -0.080 -0.030 0.001
C 0.178 -0.279 -0.487
C -0.051 -0.144 -0.213
C -0.066 0.024 0.145
C 0.006 -0.023 -0.022
C 0.038 0.075 0.013
C 0.030 -0.009 -0.065
H 0.015 -0.004 -0.014
H 0.106 -0.005 -0.014
H -0.068 0.121 0.029
H -0.024 0.122 -0.012
H 0.011 0.007 -0.096
H 0.041 -0.095 -0.038
H 0.062 -0.075 -0.037
H -0.077 -0.013 -0.086
H -0.120 -0.017 -0.056
H -0.033 0.002 0.046
H 0.052 -0.023 0.106
H 0.058 -0.098 0.166
H 0.102 0.004 0.050
H 0.073 -0.033 -0.027
H 0.053 0.065 -0.066
H -0.044 0.089 -0.024
H -0.050 0.074 0.020
H -0.037 0.039 0.082
H -0.028 -0.098 0.108
H -0.062 0.025 0.074
H 0.058 0.057 -0.006
H -0.023 0.129 -0.039
C 0.049 -0.070 0.031
C -0.018 0.016 0.146
C -0.262 0.177 0.056
C 0.031 0.049 -0.004
C 0.051 0.262 -0.008
C 0.109 -0.026 -0.022
As -0.026 -0.221 0.798
C 0.008 0.131 -0.176
C 0.228 0.148 -0.024
C -0.044 0.043 0.090
C -0.054 0.027 0.034
C -0.118 -0.071 0.064
C 0.204 -0.035 -0.259
C -0.095 -0.095 -0.122
C 0.078 -0.181 -0.277
C 0.106 0.062 0.034
C 0.033 0.104 -0.095
C 0.050 0.005 0.164
C -0.085 -0.222 0.035
H 0.041 -0.116 0.016
H -0.071 -0.041 -0.018
H -0.028 -0.029 -0.009
H -0.020 -0.131 -0.013
H 0.054 -0.005 0.044
H -0.096 -0.046 0.021
H -0.017 0.022 0.071
H -0.108 -0.046 0.022
H -0.032 -0.019 -0.093
H -0.038 -0.079 0.038
H -0.060 0.014 0.002
H 0.064 0.064 -0.032
H 0.020 0.046 0.066
H -0.021 -0.008 0.063
H 0.021 0.083 0.023

As for the charge: +1. For the HOMO-LUMO gap, the calculation gives 6.95 eV. The value obtained for the HOMO energy is -9.0 eV.

---

Entry 2:
Density functional theory data (ωB97M-V with the def2-TZVPD basis set) for the ion C2H7N4O with charge +1.

Positions of all 14 atoms, in Å:
C  -0.220  0.556  -0.261
C  0.789  -0.333  -0.163
N  -1.075  -1.619  -0.230
N  -1.419  -0.118  -0.424
N  -2.630  0.214  0.126
N  2.232  -0.202  -0.198
O  0.359  -1.663  0.099
H  -0.147  1.572  -0.435
H  -1.744  -2.043  0.512
H  -3.285  -0.087  -0.544
H  -2.759  0.019  1.113
H  2.344  0.799  -0.554
H  2.587  -0.820  -0.853
H  2.426  -0.518  0.711

Cartesian forces, eV/Å:
C -4.102 2.365 0.410
C 1.997 -5.911 0.438
N -0.507 1.881 -0.375
N 1.240 -3.692 1.017
N 1.307 0.975 -0.434
N -3.495 2.654 -1.101
O -0.991 2.071 0.120
H -0.125 1.772 -0.175
H 1.946 0.943 -0.831
H -1.578 -0.269 -0.168
H 0.021 -0.108 -0.099
H 0.817 -1.374 1.327
H 1.486 -1.797 -1.997
H 1.984 0.492 1.868

The spin multiplicity is 3. As for the charge: +1. For the HOMO-LUMO gap (alpha / beta), the calculation gives 5.46 / 8.40 eV. The value obtained for the HOMO energy (alpha / beta) is -9.2 / -14.0 eV.

---

Entry 3:
Density functional theory data (ωB97M-V with the def2-TZVPD basis set) for a structure of composition C39H39AlIN2O3PS3Si.

Positions of all 90 atoms, in Å:
Al  -1.254  -0.557  -2.327
I  -1.172  -2.952  -4.443
C  0.158  -4.506  -4.004
C  -0.115  -5.642  -4.717
C  0.730  -6.762  -4.693
C  1.874  -6.701  -3.960
C  2.188  -5.547  -3.203
C  3.406  -5.557  -2.486
C  3.777  -4.490  -1.729
C  2.900  -3.401  -1.639
C  1.692  -3.332  -2.304
P  0.787  -1.827  -1.688
C  2.018  -0.508  -1.871
C  2.160  0.508  -0.925
C  3.048  1.547  -1.170
C  3.765  1.601  -2.356
C  3.608  0.600  -3.305
C  2.745  -0.455  -3.062
C  0.585  -2.293  0.055
C  -0.528  -3.085  0.335
C  -0.742  -3.564  1.617
C  0.156  -3.253  2.629
C  1.263  -2.463  2.354
C  1.478  -1.976  1.072
C  1.311  -4.415  -3.167
H  -1.000  -5.673  -5.340
H  0.477  -7.640  -5.273
H  2.570  -7.530  -3.938
H  4.036  -6.435  -2.564
H  4.710  -4.479  -1.183
H  3.198  -2.583  -0.998
H  1.595  0.517  0.002
H  3.171  2.319  -0.420
H  4.443  2.423  -2.544
H  4.158  0.639  -4.237
H  2.637  -1.238  -3.804
H  -1.235  -3.334  -0.450
H  -1.611  -4.175  1.824
H  -0.009  -3.626  3.632
H  1.968  -2.217  3.139
H  2.338  -1.347  0.881
C  -1.463  4.927  3.061
C  -1.070  5.323  1.791
C  -1.277  4.477  0.706
C  -1.880  3.230  0.869
C  -2.250  2.841  2.159
C  -2.046  3.677  3.246
Si  -2.237  2.158  -0.630
C  -4.066  1.888  -0.863
C  -4.741  0.810  -0.289
C  -6.113  0.667  -0.442
C  -6.828  1.602  -1.179
C  -6.170  2.674  -1.764
C  -4.800  2.814  -1.605
H  -1.324  5.592  3.905
H  -0.621  6.298  1.640
H  -0.980  4.804  -0.285
H  -2.714  1.873  2.318
H  -2.352  3.362  4.237
H  -1.712  2.914  -1.786
H  -4.183  0.062  0.262
H  -6.623  -0.178  0.002
H  -7.897  1.486  -1.308
H  -6.722  3.392  -2.358
H  -4.292  3.640  -2.092
C  2.602  4.698  3.269
C  1.834  3.487  3.764
N  1.510  2.623  2.624
C  1.060  1.368  2.487
S  -1.233  0.308  -0.296
N  0.770  0.636  3.573
C  0.746  0.899  5.014
C  2.021  0.460  5.720
H  2.843  5.370  4.093
H  2.002  5.258  2.547
H  3.533  4.399  2.786
H  0.926  3.820  4.271
H  2.437  2.933  4.483
H  1.556  3.109  1.743
H  0.438  -0.282  3.326
H  -0.105  0.351  5.426
H  0.534  1.948  5.196
H  2.170  -0.616  5.609
H  1.976  0.686  6.787
H  2.895  0.958  5.297
O  -2.952  -0.633  -2.954
S  -2.873  0.130  -4.307
O  -3.791  1.220  -4.339
O  -2.923  -0.838  -5.374
S  -0.899  0.788  -4.079

Cartesian forces, eV/Å:
Al -0.101 0.437 0.153
I 0.027 -0.086 -0.071
C -0.016 0.046 0.048
C -0.126 -0.070 -0.087
C 0.124 -0.009 0.067
C -0.108 0.005 -0.063
C 0.047 -0.065 0.013
C 0.011 0.054 0.021
C -0.076 -0.046 -0.043
C 0.027 0.008 -0.039
C 0.269 0.129 0.063
P -0.205 -0.240 -0.255
C 0.032 0.062 0.107
C 0.020 -0.014 -0.010
C 0.001 -0.003 -0.012
C -0.002 0.014 0.016
C -0.013 -0.029 0.001
C -0.018 0.038 -0.030
C 0.035 0.011 0.042
C 0.007 -0.018 0.085
C -0.006 0.010 -0.035
C 0.007 0.015 -0.006
C 0.013 -0.018 -0.002
C 0.001 -0.031 -0.001
C -0.050 0.003 0.066
H 0.021 0.016 0.017
H 0.006 0.001 0.016
H -0.007 0.004 -0.008
H -0.007 0.012 0.011
H -0.004 0.001 -0.011
H -0.011 0.020 0.010
H -0.055 0.012 -0.015
H -0.005 0.005 -0.017
H -0.002 -0.011 0.006
H -0.003 0.001 0.010
H -0.019 -0.003 -0.001
H -0.001 0.019 -0.023
H 0.008 0.003 0.006
H 0.005 -0.006 -0.003
H -0.011 -0.005 -0.011
H -0.019 -0.028 0.007
C 0.036 -0.020 0.008
C -0.011 -0.026 -0.013
C -0.013 0.016 0.012
C -0.019 -0.022 0.011
C -0.003 -0.025 0.014
C 0.010 0.001 -0.022
Si -0.041 0.141 0.006
C 0.007 0.038 0.038
C -0.008 -0.003 -0.012
C 0.001 0.017 -0.006
C 0.010 -0.007 0.006
C 0.007 -0.003 -0.004
C -0.021 -0.015 -0.013
H 0.012 -0.009 0.000
H 0.002 -0.010 0.006
H -0.004 -0.009 0.018
H 0.014 0.017 -0.016
H 0.001 0.010 -0.016
H 0.027 -0.036 -0.043
H -0.004 0.003 0.009
H 0.008 0.006 -0.004
H 0.009 0.000 0.000
H 0.003 -0.007 0.009
H -0.005 -0.008 0.018
C 0.004 0.027 -0.033
C -0.062 0.006 0.024
N -0.088 -0.021 0.015
C 0.056 -0.029 -0.011
S -0.062 -0.176 0.145
N 0.011 0.087 -0.098
C -0.046 -0.008 -0.006
C 0.041 -0.026 0.019
H -0.001 -0.014 -0.001
H 0.010 -0.004 0.008
H -0.007 0.003 0.007
H -0.047 0.009 -0.002
H 0.018 -0.014 0.002
H 0.063 -0.018 -0.005
H 0.008 -0.006 0.012
H -0.001 -0.019 -0.004
H 0.033 0.052 -0.015
H -0.003 0.012 -0.003
H -0.004 -0.006 -0.016
H -0.014 0.006 0.010
O 0.054 -0.144 0.080
S 0.332 -0.099 0.085
O -0.050 0.056 -0.006
O -0.085 0.015 -0.089
S 0.025 0.022 -0.148

For the HOMO-LUMO gap, the calculation gives 7.39 eV. The value obtained for the HOMO energy is -7.8 eV.

---

Entry 4:
Density functional theory data (ωB97M-V with the def2-TZVPD basis set) for a cluster of 2 separate species, C3H8ClNO in total.

Positions of all 14 atoms, in Å:
C  -0.999  0.618  -0.707
C  0.372  -1.265  0.017
C  1.280  0.913  -0.155
N  0.325  0.064  -0.562
O  2.435  0.415  0.273
Cl  1.377  2.449  -0.942
H  -1.311  1.014  0.275
H  -0.988  1.442  -1.418
H  -1.680  -0.153  -1.052
H  0.026  -1.239  1.053
H  -0.264  -1.921  -0.573
H  1.395  -1.634  -0.007
H  0.270  1.667  1.645
H  3.055  1.122  0.506

Cartesian forces, eV/Å:
C -0.188 0.332 -0.061
C 0.187 -0.185 0.023
C -1.145 1.071 2.086
N 0.509 -0.132 -0.167
O 0.266 -0.353 -0.246
Cl 0.157 0.262 -0.341
H 0.034 -0.037 0.012
H -0.076 -0.097 0.010
H 0.018 -0.075 -0.043
H -0.046 0.049 0.122
H 0.002 0.016 0.026
H -0.130 -0.064 0.008
H 0.773 -0.717 -1.358
H -0.361 -0.070 -0.071

For the HOMO-LUMO gap (alpha / beta), the calculation gives 7.92 / 7.92 eV. The value obtained for the HOMO energy (alpha / beta) is -7.3 / -7.3 eV.

---

We obtain energy values of -200451.933 -10179.601 -114572.675 -19297.215 eV for the records listed above, in that order.
We obtain maximum force values of 1.527 6.255 0.474 2.610 eV/Å for the records listed above, in that order.